15
Properties=species:S:1:pos:R:3:forces:R:3:mulliken_charge:R:1 method="wB97M-V/def2-TZVPD" relative_energy_kcal_mol=20.4 e_homo_ha=-0.383
C -2.850229 0.016299 -0.213305 -0.23 0.01 -0.11 -0.63
O -1.636328 -0.059548 0.534619 0.13 -0.05 0.03 -0.30
C -0.517447 0.020629 -0.201380 0.08 0.02 -0.30 0.61
O -0.522404 0.218842 -1.394922 -0.02 -0.07 0.46 -0.57
C 0.715204 -0.194513 0.638993 0.04 -0.01 0.02 -0.45
C 1.975641 0.182770 -0.114811 -0.34 0.14 -0.23 -0.40
O 3.070881 -0.293842 0.641862 0.33 0.04 -0.05 -0.51
H -2.863649 -0.758168 -0.983997 -0.05 0.10 0.09 0.29
H -3.653701 -0.140252 0.507050 0.12 0.04 -0.12 0.22
H -2.946624 0.992765 -0.694576 0.01 -0.12 0.08 0.28
H 0.626858 0.366558 1.574041 -0.01 -0.07 -0.11 0.29
H 0.767520 -1.254680 0.918174 -0.07 0.13 -0.07 0.29
H 1.945464 -0.262663 -1.117786 0.04 0.04 0.17 0.29
H 2.013064 1.275894 -0.238286 0.05 -0.17 0.00 0.26
H 3.875745 -0.110086 0.144318 -0.07 -0.05 0.15 0.31